1.
9 unconnected molecules or ions with the total composition C22H66N4O12. Source: the OMol25 dataset; level of theory: ωB97M-V/def2-TZVPD.

HOMO energy ... -8.3776 eV
Structure (SMILES) ... COC[C@H](C)N.COC[C@H](C)N.COC[C@H](C)N.COC[C@H](C)N.OCCO.OCCO.OCCO.O.O
HOMO-LUMO gap ... 8.71 eV
Energy ... -54408.8226 eV
Charge ... 0
E_LUMO ... 0.330 eV
Strongest force on any atom ... 2.64 eV/Å

CARTESIAN COORDINATES (ANGSTROEM)
C 0.502 -1.659 3.380
O -0.756 -1.064 3.703
C -1.453 -1.881 4.643
C -2.963 -1.636 4.662
C -3.429 -0.229 4.947
N -3.571 -2.533 5.593
H 1.206 -1.478 4.193
H 0.758 -1.283 2.390
H 0.369 -2.729 3.219
H -1.295 -2.925 4.373
H -1.059 -1.717 5.646
H -3.372 -1.868 3.679
H -3.033 0.212 5.862
H -4.517 -0.198 4.895
H -3.116 0.241 4.014
H -4.526 -2.533 5.264
H -3.700 -1.937 6.398
C 0.140 6.137 -4.436
O 0.098 5.024 -3.564
C -0.615 5.212 -2.341
C -0.149 4.147 -1.250
C -0.792 4.341 0.143
N 1.290 4.329 -1.053
H -0.880 6.513 -4.521
H 0.524 5.889 -5.426
H 0.635 6.937 -3.887
H -0.572 6.223 -1.935
H -1.694 5.064 -2.292
H -0.380 3.165 -1.664
H -1.882 4.352 0.150
H -0.517 5.373 0.362
H -0.329 3.758 0.939
H 1.650 3.429 -0.769
H 1.718 4.605 -1.926
C 4.405 -2.494 -6.701
O 3.301 -2.076 -5.964
C 3.252 -2.472 -4.565
C 2.435 -1.448 -3.736
C 3.208 -0.086 -3.547
N 2.103 -2.047 -2.443
H 5.394 -2.293 -6.290
H 4.296 -2.123 -7.720
H 4.407 -3.581 -6.774
H 2.796 -3.462 -4.572
H 4.210 -2.590 -4.058
H 1.545 -1.115 -4.269
H 3.461 0.408 -4.484
H 4.144 -0.325 -3.043
H 2.555 0.512 -2.910
H 2.945 -2.401 -2.012
H 1.690 -1.457 -1.735
C -3.571 -4.351 2.737
O -3.637 -3.234 1.792
C -2.540 -3.197 0.930
C -2.690 -2.126 -0.190
C -3.947 -2.350 -1.060
N -1.603 -1.861 -1.047
H -2.828 -4.416 3.533
H -3.421 -5.315 2.250
H -4.511 -4.476 3.273
H -1.606 -2.910 1.413
H -2.498 -4.162 0.426
H -2.896 -1.221 0.381
H -4.210 -3.386 -1.274
H -3.962 -1.798 -2.000
H -4.762 -1.908 -0.487
H -0.752 -1.813 -0.505
H -1.390 -2.588 -1.716
O -3.758 2.851 -1.580
C -3.477 1.655 -0.887
C -3.976 1.571 0.527
O -3.829 2.703 1.458
H -3.168 2.757 -2.331
H -4.034 0.903 -1.446
H -2.428 1.368 -0.956
H -3.553 0.712 1.050
H -5.052 1.415 0.464
H -4.194 3.494 1.054
O 4.218 3.496 1.908
C 2.855 3.179 2.167
C 2.314 1.982 1.276
O 2.674 2.021 -0.082
H 4.234 3.711 0.972
H 2.706 3.207 3.246
H 2.374 4.097 1.828
H 1.231 1.862 1.316
H 2.767 1.061 1.643
H 3.632 1.969 -0.105
O 3.205 -3.112 2.391
C 3.202 -2.869 0.961
C 4.574 -2.922 0.247
O 4.544 -2.154 -0.956
H 3.393 -2.275 2.821
H 2.477 -3.489 0.435
H 2.680 -1.919 0.847
H 4.831 -3.970 0.092
H 5.314 -2.551 0.956
H 5.405 -2.341 -1.339
O -0.940 0.695 1.647
H -0.751 0.014 2.292
H -1.607 1.242 2.063
O 0.907 -0.211 -0.363
H 1.529 0.502 -0.511
H 0.091 0.229 -0.123

Mulliken atomic charge list, values in e, 4 entries:
1 C -0.569
2 O -0.534
3 C -0.864
4 C 1.110



2.
11 unconnected molecules or ions with the total composition C22H66O21. Source: the OMol25 dataset; level of theory: ωB97M-V/def2-TZVPD.

HOMO energy ... -9.3778 eV
Structure (SMILES) ... OCCO.OCCO.OCCO.OCCO.OCCO.OCCO.OCCO.OCCO.OCCO.OCCO.CCO
HOMO-LUMO gap ... 9.44 eV
Energy ... -66873.5815 eV
Charge ... 0
E_LUMO ... 0.066 eV
Strongest force on any atom ... 2.74 eV/Å

CARTESIAN COORDINATES (ANGSTROEM)
O 6.373 1.169 -0.139
C 7.147 0.309 -0.932
C 7.200 -1.114 -0.238
O 7.767 -0.970 1.069
H 6.375 2.044 -0.533
H 6.751 0.346 -1.947
H 8.157 0.715 -0.985
H 7.901 -1.792 -0.725
H 6.208 -1.560 -0.296
H 7.911 -1.871 1.369
O -3.195 6.231 4.167
C -3.123 4.899 3.615
C -1.988 4.865 2.566
O -0.690 4.818 3.142
H -2.656 6.270 4.960
H -3.017 4.120 4.369
H -4.052 4.746 3.065
H -2.115 5.671 1.843
H -2.081 4.025 1.878
H -0.055 4.690 2.433
O -1.237 -3.945 1.111
C -2.002 -4.427 2.198
C -3.008 -5.579 1.805
O -2.218 -6.788 1.638
H -0.801 -3.120 1.336
H -1.309 -4.727 2.984
H -2.655 -3.693 2.670
H -3.519 -5.378 0.863
H -3.770 -5.705 2.574
H -1.623 -6.849 2.388
O 4.770 5.071 -2.326
C 3.496 4.546 -2.230
C 2.602 5.101 -1.201
O 2.802 4.612 0.122
H 4.761 5.803 -2.947
H 3.014 4.579 -3.207
H 3.621 3.484 -2.024
H 1.572 4.891 -1.491
H 2.680 6.185 -1.122
H 3.683 4.877 0.396
O 2.162 -5.568 1.057
C 2.713 -5.426 2.357
C 3.487 -4.137 2.575
O 2.493 -3.162 2.953
H 1.344 -5.066 1.082
H 1.994 -5.645 3.145
H 3.355 -6.284 2.554
H 4.089 -3.890 1.700
H 4.198 -4.317 3.382
H 2.944 -2.326 2.817
O -5.091 0.414 3.759
C -4.988 0.215 2.373
C -6.257 -0.511 1.827
O -6.391 -1.895 2.199
H -5.019 -0.466 4.137
H -4.956 1.219 1.950
H -4.091 -0.311 2.045
H -6.171 -0.507 0.741
H -7.161 0.082 1.965
H -7.125 -2.353 1.783
O -2.313 -7.826 -2.246
C -1.109 -7.362 -2.712
C -1.193 -5.789 -3.000
O -1.447 -5.544 -4.397
H -2.269 -7.752 -1.290
H -0.355 -7.438 -1.929
H -0.851 -7.959 -3.587
H -0.297 -5.236 -2.718
H -2.062 -5.416 -2.457
H -2.269 -5.979 -4.634
O -3.930 4.387 -1.910
C -5.225 4.686 -2.331
C -5.858 5.832 -1.547
O -6.402 5.415 -0.294
H -3.691 3.571 -2.357
H -5.184 5.020 -3.368
H -5.909 3.838 -2.356
H -6.731 6.258 -2.041
H -5.198 6.665 -1.306
H -6.294 6.136 0.331
O 3.740 1.095 3.165
C 4.026 1.668 4.402
C 5.438 1.307 4.943
O 6.423 1.602 3.963
H 4.267 1.574 2.521
H 3.946 2.749 4.288
H 3.248 1.326 5.085
H 5.331 0.245 5.162
H 5.620 1.954 5.801
H 6.364 0.928 3.281
O -3.001 0.006 -7.609
C -1.736 0.601 -7.347
C -1.311 0.391 -5.869
O -2.091 1.084 -4.911
H -3.647 0.318 -6.971
H -0.986 0.184 -8.019
H -1.813 1.662 -7.581
H -0.361 0.915 -5.764
H -1.213 -0.649 -5.559
H -3.004 0.788 -4.879
C 1.482 -0.735 -1.735
C 0.297 0.111 -1.133
O 0.342 0.135 0.295
H 1.502 -1.676 -1.185
H 2.461 -0.281 -1.585
H 1.319 -0.828 -2.809
H -0.606 -0.396 -1.473
H 0.252 1.129 -1.520
H 1.086 0.673 0.578

Mulliken atomic charge list, values in e, 4 entries:
1 O -0.463
2 C -0.480
3 C -0.421
4 O -0.512



3.
12 unconnected molecules or ions with the total composition C22H68O22. Source: the OMol25 dataset; level of theory: ωB97M-V/def2-TZVPD.

HOMO energy ... -9.9184 eV
Structure (SMILES) ... OCCO.OCCO.OCCO.OCCO.OCCO.OCCO.OCCO.OCCO.OCCO.OCCO.CO.CO
HOMO-LUMO gap ... 9.92 eV
Energy ... -68951.0708 eV
Charge ... 0
E_LUMO ... 0.003 eV
Strongest force on any atom ... 3.96 eV/Å

CARTESIAN COORDINATES (ANGSTROEM)
O -11.356 13.885 -34.806
C -12.013 13.062 -33.948
C -13.532 12.935 -34.246
O -14.137 14.185 -33.984
H -11.790 14.737 -34.890
H -11.467 12.126 -34.063
H -11.899 13.451 -32.936
H -14.047 12.221 -33.604
H -13.784 12.911 -35.306
H -14.854 14.067 -33.357
O -3.641 16.110 -27.858
C -4.942 16.202 -28.469
C -5.081 14.797 -29.240
O -6.262 14.840 -30.037
H -3.837 16.018 -26.923
H -5.894 16.289 -27.945
H -4.931 16.990 -29.221
H -5.115 13.954 -28.551
H -4.189 14.563 -29.821
H -6.118 14.246 -30.778
O -5.106 9.910 -21.429
C -4.382 9.710 -20.193
C -3.250 10.809 -20.184
O -3.962 12.083 -20.147
H -5.617 9.116 -21.603
H -5.062 9.794 -19.345
H -3.877 8.744 -20.195
H -2.754 10.962 -21.143
H -2.551 10.678 -19.359
H -4.711 11.901 -20.719
O 0.248 11.116 -27.480
C -0.838 10.712 -26.693
C -1.858 9.985 -27.569
O -1.265 8.737 -27.986
H 0.946 11.590 -27.023
H -0.536 10.166 -25.799
H -1.381 11.577 -26.313
H -2.039 10.626 -28.432
H -2.797 9.854 -27.031
H -0.314 8.854 -28.049
O -7.889 -1.536 -22.434
C -7.778 -1.744 -23.829
C -7.993 -0.434 -24.627
O -6.842 0.298 -24.578
H -7.089 -1.128 -22.094
H -6.783 -2.169 -23.962
H -8.506 -2.527 -24.041
H -8.784 0.170 -24.181
H -8.169 -0.776 -25.646
H -7.070 1.188 -24.857
O -0.547 2.648 -23.929
C -1.194 3.343 -24.977
C -2.235 4.404 -24.419
O -3.233 4.803 -25.303
H -0.107 1.864 -24.266
H -0.551 3.778 -25.742
H -1.820 2.636 -25.521
H -1.622 5.223 -24.044
H -2.779 3.978 -23.576
H -2.646 4.931 -26.052
O -14.732 5.933 -32.759
C -15.658 4.903 -33.162
C -15.652 4.327 -34.583
O -14.804 3.112 -34.777
H -14.988 6.328 -31.922
H -15.588 4.074 -32.457
H -16.646 5.333 -32.998
H -15.217 5.004 -35.318
H -16.665 4.017 -34.840
H -13.917 3.456 -34.903
O -9.939 3.263 -39.668
C -10.118 2.096 -38.818
C -9.470 2.123 -37.450
O -10.002 3.027 -36.514
H -9.618 2.960 -40.520
H -11.186 2.100 -38.604
H -9.870 1.233 -39.437
H -8.429 2.326 -37.701
H -9.562 1.105 -37.071
H -9.277 3.625 -36.318
O -8.559 7.308 -27.099
C -8.838 7.893 -28.320
C -9.541 6.923 -29.340
O -8.586 5.992 -29.939
H -7.706 6.869 -27.136
H -9.686 8.568 -28.206
H -8.013 8.356 -28.862
H -9.989 7.573 -30.091
H -10.273 6.264 -28.872
H -8.952 5.105 -29.936
O -4.423 5.467 -34.913
C -3.023 5.554 -34.767
C -2.426 5.080 -36.088
O -2.677 5.975 -37.191
H -4.776 5.457 -34.020
H -2.715 6.583 -34.583
H -2.602 4.892 -34.011
H -2.766 4.089 -36.390
H -1.343 4.995 -35.995
H -3.611 6.012 -37.411
C -15.324 10.371 -27.680
O -15.859 9.211 -28.255
H -14.855 10.984 -28.450
H -16.005 11.110 -27.260
H -14.633 10.110 -26.879
H -16.335 8.700 -27.597
C -12.687 6.127 -24.659
O -11.653 5.224 -24.479
H -12.944 6.167 -25.717
H -13.583 5.883 -24.088
H -12.528 7.114 -24.226
H -10.877 5.729 -24.733

Mulliken atomic charge list, values in e, 4 entries:
1 O -0.532
2 C -0.291
3 C -0.368
4 O -0.531



4.
A molecular structure, C22H70B4Mn2O12. Source: the OMol25 dataset; level of theory: ωB97M-V/def2-TZVPD.

HOMO energy (alpha / beta) ... -2.0393 / -2.9380 eV
2S+1 ... 11
HOMO-LUMO gap (alpha / beta) ... 5.47 / 6.37 eV
Energy ... -113852.4235 eV
Charge ... -2
E_LUMO (alpha / beta) ... 3.432 / 3.432 eV
Strongest force on any atom ... 2.98 eV/Å

CARTESIAN COORDINATES (ANGSTROEM)
Mn 3.022 -0.122 0.530
Mn 1.433 0.463 -3.139
O 1.693 0.582 1.933
C 0.467 0.712 1.258
C 0.456 0.199 -0.237
O 1.620 0.295 -1.051
H 0.102 1.745 1.211
H -0.288 0.125 1.800
H -0.397 0.647 -0.776
H 0.071 -0.831 -0.380
B -0.017 2.091 -3.847
H -0.550 2.944 -4.409
H 0.026 1.142 -4.441
H 0.953 2.496 -3.464
H -0.629 1.735 -2.931
B 3.559 1.194 -3.626
H 4.558 1.447 -4.151
H 3.516 0.087 -3.396
H 3.487 1.827 -2.667
H 2.660 1.425 -4.261
B 4.757 1.313 -0.307
H 4.302 2.364 -0.450
H 4.237 0.624 -1.082
H 5.886 1.428 -0.524
H 4.654 0.927 0.766
B 0.761 -1.648 -3.693
H 1.854 -1.406 -3.807
H 0.104 -0.748 -3.528
H 0.390 -2.298 -4.575
H 0.591 -2.299 -2.759
C 2.377 0.425 4.982
O 3.030 0.030 6.201
C 2.927 0.960 7.250
C 1.517 0.973 7.819
O 1.510 1.488 9.153
C 0.235 1.449 9.751
H 2.428 1.502 4.819
H 1.317 0.168 5.051
H 2.851 -0.143 4.191
H 3.265 1.969 7.000
H 3.603 0.633 8.045
H 0.946 0.052 7.685
H 0.985 1.784 7.297
H -0.573 1.770 9.087
H 0.326 2.106 10.614
H -0.016 0.434 10.080
C 2.219 -3.366 4.321
O 1.125 -4.226 4.154
C 0.173 -3.745 3.207
C -0.442 -2.412 3.638
O -1.322 -2.675 4.715
C -1.761 -1.538 5.431
H 2.027 -2.728 5.191
H 2.405 -2.636 3.526
H 3.166 -3.889 4.454
H -0.626 -4.456 3.001
H 0.712 -3.656 2.260
H -1.036 -1.974 2.830
H 0.366 -1.732 3.922
H -2.040 -0.781 4.686
H -0.918 -1.145 6.012
H -2.617 -1.849 6.023
C -1.418 -3.973 -0.966
O -0.234 -4.322 -1.654
C 0.882 -4.076 -0.821
C 2.152 -4.538 -1.497
O 2.128 -4.214 -2.876
C 3.456 -4.286 -3.381
H -1.445 -3.046 -0.380
H -1.729 -4.736 -0.242
H -2.144 -3.825 -1.765
H 0.719 -4.513 0.171
H 1.056 -3.002 -0.668
H 2.307 -5.617 -1.351
H 2.988 -4.003 -1.028
H 3.881 -3.296 -3.167
H 3.336 -4.249 -4.466
H 4.141 -5.087 -3.097
C -5.552 3.123 -3.002
O -4.247 2.965 -2.469
C -4.200 2.939 -1.059
C -2.870 3.581 -0.675
O -1.742 3.227 -1.460
C -0.607 4.066 -1.169
H -5.514 3.249 -4.077
H -5.993 4.001 -2.510
H -6.191 2.291 -2.684
H -4.148 1.907 -0.694
H -5.032 3.517 -0.648
H -2.741 3.379 0.403
H -2.874 4.680 -0.704
H 0.162 4.033 -1.940
H -0.134 3.701 -0.256
H -0.903 5.121 -1.177
C -2.757 3.272 -6.851
O -2.572 2.395 -5.770
C -3.555 1.403 -5.692
C -3.128 0.285 -4.730
O -2.690 0.861 -3.521
C -2.821 -0.101 -2.514
H -2.150 4.155 -6.669
H -3.796 3.623 -6.938
H -2.486 2.729 -7.763
H -3.709 1.005 -6.708
H -4.486 1.887 -5.365
H -2.311 -0.224 -5.251
H -4.011 -0.365 -4.689
H -3.828 -0.537 -2.460
H -2.532 0.287 -1.534
H -2.095 -0.919 -2.631

Mulliken atomic charge list, values in e, 4 entries:
1 Mn 0.164
2 Mn 0.481
3 O -1.045
4 C 0.584



Question: Which formula does entry 2 have?
Answer: C22H66O21



Question: energy of number 2 (C22H66O21)?
Answer: -66873.5815 eV



Question: Among the records above, which one has the highest energy?
Answer: C22H66N4O12



Question: What is the energy in the third record?
Answer: -68951.0708 eV